16
Properties=species:S:1:pos:R:3:nbo_charge:R:1 method="wB97M-V/def2-TZVPD" homo_ha=-0.3277 homo_lumo_gap_ev=9.894 smiles=COC[C@@H](C)S
C 1.123 -2.610 -0.507 -0.263
C -0.062 -0.603 -0.730 -0.088
C -0.210 0.854 -0.405 -0.269
C -1.401 1.567 -1.114 -0.625
H 1.296 -2.558 -1.598 0.178
H 2.061 -2.885 -0.147 0.194
H 0.326 -3.344 -0.084 0.187
H 0.082 -0.749 -1.851 0.166
H -0.954 -1.122 -0.417 0.170
H 0.782 1.359 -0.647 0.212
H -2.247 1.198 -0.598 0.214
H -1.344 2.659 -0.903 0.224
H -1.411 1.387 -2.206 0.219
H 0.622 0.252 1.656 0.127
O 1.043 -1.209 -0.111 -0.551
S -0.266 1.139 1.514 -0.095